1.
{"formula": "C8H16NO3", "method": "the ωB97M-V functional and the def2-TZVPD basis", "charge": -1, "gap_ev": 8.1, "multiplicity": 1, "homo_energy_ha": -0.16953, "largest_force_ev_per_a": 4.01, "species": ["O", "O", "O", "N", "C", "C", "C", "C", "C", "C", "C", "C", "H", "H", "H", "H", "H", "H", "H", "H", "H", "H", "H", "H", "H", "H", "H", "H"], "coordinates": [[2.5459, -0.5100, -0.7448], [1.9100, 1.9609, -0.2830], [1.7287, -2.6459, -0.6319], [2.6678, 2.2721, 0.9262], [0.6756, -0.9022, 0.5536], [-0.7431, -0.6759, -0.0839], [1.1060, -0.3447, 1.6855], [-1.7448, -1.3353, 0.7680], [1.8030, -1.4136, -0.3870], [-0.9117, -1.2369, -1.5499], [-2.2004, 1.2758, -0.9240], [-0.9923, 0.8309, -0.1153], [-3.0812, 0.9170, -0.3406], [2.2080, -0.3563, 1.8759], [-1.4422, -2.3644, 0.8410], [-2.1387, 2.3588, -0.8715], [3.1979, 1.4391, 1.0984], [-0.3373, -0.6475, -2.2906], [-0.5119, -2.3362, -1.6192], [-2.1394, 0.7547, -1.8235], [-1.6175, -0.9400, 1.7808], [-1.0671, 1.1204, 0.9326], [0.4648, -0.0574, 2.5081], [-0.0680, 1.2695, -0.5619], [2.2027, 1.0508, -0.5141], [3.2565, 3.0780, 0.8515], [-2.8267, -1.2242, 0.7701], [-1.9446, -1.3372, -1.8504]], "atomic_forces_ev_per_a": [[2.38, 0.84, -1.41], [0.95, 1.73, 0.67], [0.84, 1.09, -0.23], [-1.75, -0.89, 0.15], [0.15, 0.94, -1.27], [0.10, -0.04, -1.53], [0.46, -1.18, 0.39], [-0.38, -0.63, 2.89], [-3.24, -1.94, 1.35], [2.02, -2.15, 0.41], [-0.14, -0.20, 3.39], [1.49, -0.01, -0.50], [0.13, 0.43, -0.72], [-1.12, -0.07, 0.04], [-0.43, -0.80, 0.07], [-0.51, 0.12, -0.85], [0.56, -0.16, 0.19], [-0.30, -0.23, 0.33], [-0.44, 2.05, 0.28], [-0.30, 0.06, -1.94], [0.52, -0.09, 0.33], [0.13, 0.50, -0.02], [-0.09, 0.48, -0.06], [-0.82, 0.01, 0.61], [0.07, -0.54, -0.12], [0.40, 0.24, -0.99], [-0.25, 0.04, -1.52], [-0.41, 0.41, 0.05]]}

2.
{"formula": "C5H13N2O", "method": "the ωB97M-V functional and the def2-TZVPD basis", "charge": -1, "gap_ev": 7.3, "multiplicity": 1, "homo_energy_ha": -0.11391, "largest_force_ev_per_a": 3.47, "species": ["O", "N", "N", "C", "C", "C", "C", "C", "H", "H", "H", "H", "H", "H", "H", "H", "H", "H", "H", "H", "H"], "coordinates": [[1.3022, 1.0033, -1.1919], [-1.0942, -2.5591, -0.2894], [-2.2746, -0.1288, 0.2306], [-0.5627, -1.5050, -0.9205], [0.9642, -1.4502, -1.0536], [0.7888, 2.3056, 1.7650], [1.5459, -0.1226, -0.5002], [-1.4232, -0.2024, -1.0129], [-2.0245, -0.2632, -1.9138], [1.1378, -1.2500, -2.1132], [1.2637, 2.1379, 0.7906], [-2.3033, -1.0920, 0.5504], [-0.5413, -1.8635, 0.4686], [-0.0160, 1.6035, 1.9229], [-3.1895, 0.1905, -0.0753], [0.4227, 3.3181, 2.0172], [1.4960, 2.1293, 2.6029], [1.3942, -0.1903, 0.6355], [1.2807, -2.3564, -0.5904], [2.6330, -0.4008, -0.3347], [-0.7999, 0.6963, -0.9876]], "atomic_forces_ev_per_a": [[0.00, -0.93, 0.73], [0.74, 1.84, 0.45], [0.43, 0.12, -1.16], [0.33, 0.40, 1.78], [-2.26, 2.05, -1.65], [0.57, 0.36, 1.47], [1.50, -0.09, 1.35], [0.24, -0.06, 0.97], [-0.15, 0.08, -0.36], [0.48, -0.86, -0.32], [-0.30, 0.36, 0.10], [-0.81, -0.15, -0.04], [-0.61, -1.87, -0.16], [-0.35, -0.20, -0.22], [-0.01, -0.34, 0.43], [0.03, -0.26, -0.81], [-0.02, -0.20, -0.55], [-1.15, 0.70, -0.29], [0.81, -0.67, -0.11], [0.18, 0.16, -0.96], [0.35, -0.42, -0.66]]}

3.
{"formula": "C47H101N5O6S", "method": "the ωB97M-V functional and the def2-TZVPD basis", "gap_ev": 7.8, "multiplicity": 1, "homo_energy_ha": -0.27035, "largest_force_ev_per_a": 4.48, "species": ["S", "O", "O", "O", "O", "O", "O", "N", "N", "N", "N", "N", "C", "C", "C", "C", "C", "C", "C", "C", "C", "C", "C", "C", "C", "C", "C", "C", "C", "C", "C", "C", "C", "C", "C", "C", "C", "C", "C", "C", "C", "C", "C", "C", "C", "C", "C", "C", "C", "C", "C", "C", "C", "C", "C", "C", "C", "C", "C", "H", "H", "H", "H", "H", "H", "H", "H", "H", "H", "H", "H", "H", "H", "H", "H", "H", "H", "H", "H", "H", "H", "H", "H", "H", "H", "H", "H", "H", "H", "H", "H", "H", "H", "H", "H", "H", "H", "H", "H", "H", "H", "H", "H", "H", "H", "H", "H", "H", "H", "H", "H", "H", "H", "H", "H", "H", "H", "H", "H", "H", "H", "H", "H", "H", "H", "H", "H", "H", "H", "H", "H", "H", "H", "H", "H", "H", "H", "H", "H", "H", "H", "H", "H", "H", "H", "H", "H", "H", "H", "H", "H", "H", "H", "H", "H", "H", "H", "H", "H", "H"], "coordinates": [[22.2895, -7.9478, 18.5576], [19.0912, -10.0036, 25.2761], [25.2247, -6.5510, 14.9346], [19.8116, -9.3125, 15.1370], [23.4085, -8.6846, 22.1319], [23.1274, -7.0474, 19.4694], [23.8328, -3.4568, 19.5342], [18.6544, -8.9731, 14.4146], [24.6866, -8.3998, 22.4622], [18.9513, -11.0838, 24.4433], [25.5204, -5.1556, 15.2329], [22.9058, -2.5904, 19.9205], [20.5227, -7.8452, 19.0145], [24.3547, -0.5655, 19.7136], [27.3830, -7.2629, 22.1445], [26.0430, -5.7665, 17.7297], [21.4767, -11.5068, 24.3846], [26.5106, -5.0741, 16.3656], [21.8076, -2.6195, 18.9730], [24.5094, -6.0842, 21.8545], [17.2081, -9.0408, 16.5382], [18.1382, -6.8973, 15.8530], [16.3263, -7.8913, 14.4815], [21.2149, -4.0622, 18.8712], [22.5640, -7.2367, 16.9088], [26.6166, -4.8118, 12.9863], [25.6639, -9.2510, 21.7091], [26.9290, -2.6138, 15.5650], [21.0661, -0.4971, 20.2022], [20.3446, -10.0752, 22.7496], [18.2699, -12.2320, 25.1711], [19.0380, -12.7782, 26.3818], [24.1263, -6.7123, 24.2160], [27.8332, -5.7735, 15.8974], [19.9123, -12.5178, 22.6131], [19.4342, -9.7438, 12.3132], [20.6201, -1.8567, 19.6976], [23.4687, -1.3804, 20.6597], [24.1356, -4.2840, 13.3019], [25.7497, -2.7887, 14.5147], [16.5938, -7.2529, 13.1557], [24.2308, -1.9128, 21.9407], [25.4904, -8.9960, 20.1955], [26.7336, -3.5881, 16.6953], [25.5515, -10.7918, 22.1194], [22.2754, -0.5546, 21.1831], [19.9865, -7.3513, 12.9638], [18.9364, -8.4748, 13.0303], [24.9258, -7.0278, 22.9092], [17.6167, -8.2344, 15.2418], [16.8483, -11.8115, 25.6860], [20.1794, -11.3277, 23.6530], [26.4708, -6.7543, 23.1746], [19.4134, -13.7720, 23.3588], [17.6061, -8.0618, 12.3135], [27.1267, -8.8283, 22.0417], [18.1263, -13.4273, 24.1479], [22.0508, -2.0252, 17.5348], [25.5672, -4.2620, 14.0215], [15.5872, -7.1305, 12.7557], [19.9404, -6.9259, 18.9526], [24.0540, -3.6256, 12.4371], [23.5830, -4.2145, 20.0682], [24.8715, -6.3091, 20.8513], [26.5918, -5.4854, 18.6285], [19.6662, -10.2011, 15.4698], [28.5865, -5.8196, 16.6840], [23.0171, -2.4861, 17.3304], [24.5661, -11.1801, 21.8619], [27.7031, -3.5569, 17.1925], [17.8717, -9.0533, 17.4029], [21.7544, -7.4046, 16.1986], [16.3923, -12.7224, 26.0740], [16.2929, -8.5590, 16.8822], [21.5077, -10.9413, 25.3159], [21.1965, -4.4702, 19.8818], [17.6527, -14.3206, 24.5551], [21.9397, -1.0408, 22.0991], [24.8987, -5.1104, 22.1516], [19.9726, -8.5349, 18.3743], [25.9350, -6.8510, 17.7415], [24.6540, -7.1667, 25.0545], [25.0286, -5.4339, 17.9498], [19.4886, -9.5762, 11.2375], [18.7856, -10.5945, 12.5221], [17.3308, -6.3322, 16.3188], [23.1217, -7.1345, 24.1892], [27.7843, -9.2711, 21.2936], [24.7356, -1.0774, 22.4259], [25.5757, -10.7941, 23.2091], [21.1907, -10.1492, 22.0664], [27.9100, -2.7283, 15.1039], [19.1834, -12.1722, 21.8801], [27.5974, -6.8140, 15.6744], [17.0487, -10.0732, 16.2273], [23.9040, -5.2975, 12.9744], [19.5254, -6.3816, 13.1516], [20.4310, -10.0108, 12.6642], [23.4252, -6.0316, 21.7555], [22.1474, -6.2300, 16.9408], [26.2600, -5.7545, 12.5715], [22.5156, 0.5007, 21.3120], [26.0758, -6.7046, 14.5177], [19.1458, -14.6136, 22.7199], [22.1932, -0.9454, 17.5797], [21.6633, -12.5317, 24.7055], [16.2872, -11.6561, 24.7645], [20.7700, -7.3957, 13.7203], [18.6793, -9.3171, 24.7462], [26.0726, -2.2303, 13.6360], [20.2247, -2.3733, 20.5722], [17.0913, -6.2869, 13.2421], [19.7933, -1.5975, 19.0363], [21.9898, -4.6476, 18.3761], [20.2519, -4.0424, 18.3610], [23.6090, -2.5317, 22.5876], [20.6542, -9.2033, 23.3258], [27.6747, -4.8920, 13.2356], [17.4588, -13.2162, 23.3124], [19.4597, -9.8090, 22.1715], [17.9004, -7.3888, 11.5082], [18.3700, -13.5610, 26.7410], [24.4603, -9.1769, 19.8885], [23.3986, -4.0033, 14.0543], [25.9517, -8.0759, 19.8367], [25.1023, -1.2264, 19.2749], [25.9398, -3.2465, 17.3596], [20.2349, -14.1974, 23.9353], [19.9504, -13.2740, 26.0504], [28.4541, -7.1552, 22.3153], [23.5278, -7.2376, 16.3998], [24.8070, -2.2885, 14.7366], [18.6120, -6.2577, 15.1084], [16.8592, -10.8770, 26.2468], [22.4017, -11.3251, 23.8374], [24.1067, -5.6569, 24.4875], [19.2620, -12.1169, 27.2188], [18.9882, -7.0867, 16.5086], [21.3115, 0.2811, 19.4794], [23.7233, 0.0500, 19.0729], [28.4221, -5.2596, 15.1377], [24.8010, 0.2636, 20.2627], [26.3920, -11.4252, 21.8356], [17.0705, -8.9629, 12.0147], [20.2946, 0.0271, 20.7663], [27.2902, -6.7468, 21.1889], [27.4830, -9.1614, 23.0165], [20.5468, -7.2566, 12.0336], [25.0728, -2.5555, 21.6840], [26.5057, -4.1438, 12.1321], [23.3614, -8.3442, 21.2356], [21.4100, -2.2918, 16.6943], [26.6118, -5.6938, 23.3831], [20.8428, -12.7291, 22.0862], [15.7352, -8.7909, 14.3100], [26.1761, -9.7781, 19.8693], [26.6672, -7.2873, 24.1050], [20.5365, -8.2493, 20.0268], [15.7800, -7.2513, 15.1743], [26.8219, -1.6064, 15.9674]], "atomic_forces_ev_per_a": [[1.71, 0.21, 0.15], [0.28, 1.01, 0.89], [0.90, 1.92, -0.23], [0.33, 0.98, 0.13], [-1.31, -0.11, -0.46], [-1.31, -0.72, -0.62], [2.66, -2.04, -0.58], [-2.90, 0.52, -0.05], [3.35, -1.63, 2.48], [-1.09, -2.91, -0.98], [-1.83, 0.50, 1.78], [-2.53, 2.60, 1.43], [-0.15, 0.08, -0.72], [-0.38, 0.57, 1.18], [0.39, -1.99, -1.82], [-1.20, 0.41, -1.09], [0.89, -1.06, 1.43], [0.79, -0.44, -0.53], [-3.91, 1.16, 0.54], [-0.57, 1.61, -1.01], [-0.02, -0.16, -1.41], [1.01, -0.04, -1.05], [1.10, -0.92, 0.48], [2.07, 0.63, 0.06], [-2.63, 1.54, -0.50], [-1.04, 1.10, -0.48], [0.53, 1.13, 0.60], [-2.42, -0.23, -1.04], [1.03, 0.77, 1.23], [0.51, 0.49, 0.25], [0.31, 0.14, -0.14], [0.00, -0.69, -0.35], [0.88, -0.73, 0.01], [0.16, 0.38, 1.00], [-0.14, 0.12, 1.60], [0.49, 0.31, -0.16], [0.86, 1.58, -0.45], [-0.56, -0.95, 0.00], [1.05, -0.71, 1.04], [2.24, -0.38, -0.76], [0.87, 0.36, 0.14], [0.57, 0.03, -1.59], [1.02, -1.60, 0.73], [0.82, -0.35, 0.32], [-0.69, 1.79, 0.60], [-0.80, -0.58, -1.16], [0.09, 0.68, 0.48], [0.12, -1.03, 0.39], [0.86, 0.07, 0.22], [1.40, 0.58, 2.07], [0.97, -0.37, -2.35], [-0.50, 0.22, -2.58], [-1.58, -0.34, 1.47], [-0.09, 0.11, 0.25], [-0.63, 0.10, 1.08], [-0.04, 1.55, 0.07], [0.59, 0.60, -0.60], [1.42, -0.55, 1.24], [-0.51, -0.80, 0.31], [0.37, 0.20, -0.96], [0.66, 0.45, 0.15], [0.34, 0.16, 0.12], [0.73, -0.81, -0.14], [0.24, -0.13, 0.13], [0.60, 0.24, -0.41], [-0.20, -0.20, -0.20], [-0.30, -0.10, 0.59], [0.33, 0.23, -0.58], [0.20, -0.25, -0.37], [-0.19, -0.11, 0.85], [0.47, 0.26, -0.38], [0.01, -1.92, -0.28], [0.00, 0.44, 0.86], [-0.19, -0.38, 0.06], [-0.04, 0.34, -0.14], [-0.55, -0.02, 0.07], [0.33, 0.03, 0.70], [-0.01, 0.34, 0.20], [-0.27, 0.36, -0.23], [0.29, -0.35, -0.07], [0.44, -0.10, -0.51], [-0.06, -0.35, 0.07], [-0.19, 0.24, -0.14], [0.02, -0.03, -0.08], [-0.17, 0.17, -0.06], [0.19, -0.12, 0.29], [0.01, 0.17, -0.18], [0.00, -0.05, -0.06], [-0.54, 0.16, 0.39], [-0.05, 0.10, 0.15], [0.00, -0.54, -0.14], [-0.11, 0.02, -0.22], [-0.14, -0.02, 0.04], [0.28, 0.01, -0.39], [-0.43, -0.12, 0.22], [0.02, -0.03, 0.00], [-0.19, 0.12, -0.18], [0.08, 0.05, -0.01], [-0.11, 0.10, 0.08], [1.12, 0.94, 0.91], [0.06, -0.27, 0.32], [0.54, -0.17, 0.62], [0.04, -1.36, -0.46], [0.01, 0.20, -0.53], [-0.09, -0.02, -0.07], [-0.46, -0.35, 0.12], [-0.28, 0.47, -0.05], [-0.12, -0.57, 0.23], [-0.03, 0.41, 0.30], [0.06, 0.00, -0.35], [0.15, -0.49, -0.16], [-0.52, 0.42, 0.42], [-0.10, -0.75, -0.40], [-0.43, -0.38, -0.47], [0.14, -0.17, 0.07], [-0.26, 0.47, 0.08], [-0.25, 0.09, 0.32], [-0.27, 0.18, 0.33], [-0.45, 0.81, 0.20], [-0.23, -0.24, 0.11], [-0.08, -0.60, -0.51], [0.21, -0.16, 0.41], [0.35, 0.10, -0.39], [-0.04, 0.06, -0.07], [-0.58, 0.23, 0.24], [-0.09, 0.42, -0.45], [0.00, -0.03, 0.08], [-0.01, 0.24, 0.51], [0.13, 0.09, 0.17], [0.00, 0.17, 0.72], [0.14, -0.44, 0.75], [-0.02, -0.49, 0.80], [-0.38, 0.18, -0.32], [-0.09, -0.54, 0.44], [-0.33, 0.65, -0.46], [-0.15, 0.19, -0.51], [-0.13, 0.34, -0.33], [-0.32, -0.13, 0.50], [0.06, -0.48, -0.84], [-0.02, -0.77, -0.87], [-0.62, -0.09, -0.51], [0.71, -0.31, 0.42], [-0.16, 0.19, -0.65], [0.36, -0.09, -0.56], [-0.46, -0.33, 0.12], [-0.53, -0.06, -0.25], [-0.35, -0.52, 0.10], [-0.39, -0.32, -0.33], [0.00, -0.16, -0.45], [0.39, 0.15, -0.19], [-0.88, 0.38, -0.78], [-0.47, -0.15, 0.51], [-0.21, 0.08, -0.02], [0.08, 0.11, 0.03], [-0.06, -0.22, 0.10], [-0.40, -0.26, -1.08], [0.28, 0.01, 0.24], [-0.01, 0.12, 0.03], [-0.27, 0.05, -0.27], [0.38, 0.08, -0.03]]}

4.
{"formula": "C6H29NO8", "method": "the ωB97M-V functional and the def2-TZVPD basis", "gap_ev": 8.3, "multiplicity": 1, "smiles": "CCCC/C=C/N.O.O.O.O.O.O.O.O", "homo_energy_ha": -0.29132, "largest_force_ev_per_a": 4.56, "species": ["O", "O", "O", "O", "O", "O", "O", "O", "N", "C", "C", "C", "C", "C", "C", "H", "H", "H", "H", "H", "H", "H", "H", "H", "H", "H", "H", "H", "H", "H", "H", "H", "H", "H", "H", "H", "H", "H", "H", "H", "H", "H", "H", "H"], "coordinates": [[0.3665, 2.9317, -1.7605], [-2.3976, -3.1799, 0.0979], [-1.8137, -1.7728, 2.4345], [-2.9643, -0.2044, -1.1159], [-1.7203, -1.9128, -2.4014], [1.7622, 2.7826, 0.3194], [-1.8316, 1.5435, -2.6514], [-3.4168, 0.7254, 1.3094], [-0.1478, 1.2711, 3.3934], [0.9091, 0.8748, 2.5308], [1.8204, -0.2594, -1.1667], [2.0638, -1.3345, -0.1295], [2.2754, -0.8194, 1.3294], [0.9915, -0.3517, 1.9659], [3.1075, 0.1735, -1.8471], [-1.3049, 2.3847, -2.6880], [3.0142, -1.9409, -0.4661], [1.1581, -0.6469, -1.9074], [-2.6426, -3.7215, 0.8076], [-1.1610, 1.0450, 3.1088], [-2.4733, -0.9616, -1.4396], [0.2121, -1.0741, 1.9367], [1.2136, 3.3226, -1.7487], [2.9316, 0.9853, -2.5428], [-1.4747, 1.1721, -3.3996], [-2.3087, -0.9585, 2.1994], [-0.2359, 2.2950, 3.6205], [3.2272, -0.1218, 1.5361], [1.2856, -2.1259, -0.2183], [3.7583, 0.3673, -1.0854], [3.5203, -0.6988, -2.4273], [2.5945, -1.7557, 1.7232], [1.3300, 0.7070, -0.7257], [-4.2292, 0.3173, 1.2264], [-2.6785, 0.4924, -1.6124], [-3.0348, 0.6186, 0.3856], [1.0290, 2.7488, 0.9535], [-2.1959, -2.0462, 3.2951], [2.5456, 2.1665, 0.4247], [-2.1473, -2.7335, -2.5859], [1.9035, 1.4143, 2.7696], [-1.8660, -2.4918, 0.5540], [0.0629, 2.7988, -0.8468], [-1.0379, -2.0262, -3.1556]], "atomic_forces_ev_per_a": [[-2.49, -0.54, -0.75], [1.07, 1.57, -1.38], [-0.73, 0.33, 0.89], [-2.07, -2.24, 3.03], [3.07, -0.86, -3.26], [1.60, 0.25, -0.20], [-0.16, 3.12, 1.57], [3.32, 1.28, -0.17], [-2.65, 1.71, -0.37], [0.99, -1.05, 1.69], [-0.62, 1.86, 0.54], [1.71, -0.66, -0.76], [1.05, 0.33, -0.61], [1.72, 1.71, -0.21], [-1.60, -1.95, -2.13], [-0.58, -0.67, 0.86], [-1.42, 1.15, 0.70], [-0.77, -0.09, -0.61], [-0.67, -1.28, 1.55], [2.33, -0.14, 0.19], [0.08, -0.07, 0.09], [-0.80, -0.09, 0.08], [1.27, 0.58, 0.58], [0.25, 0.33, 0.07], [0.97, -2.12, -2.81], [0.08, -0.24, -0.04], [0.78, -1.44, -0.46], [-2.17, -1.10, -0.89], [0.14, 0.70, 0.71], [2.26, 1.06, 1.72], [-0.25, 0.81, 0.44], [0.22, -0.69, 1.39], [0.61, -2.03, -0.65], [-2.73, -1.30, -0.25], [1.24, 3.02, -2.34], [-0.49, -0.36, 0.95], [1.20, -0.87, 0.32], [0.40, 0.22, -0.78], [-2.15, 0.84, 0.68], [-1.26, -1.13, 0.66], [-1.79, -0.58, -0.78], [-0.52, -0.55, -0.41], [0.70, 0.12, -0.80], [-1.13, 1.08, 1.94]]}